(1)
{"formula": "C26H44N6O4", "method": "the ωB97M-V functional and the def2-TZVPD basis", "e_lumo_ev": 0.256, "orbital_gap_ev": 10.16, "charge": 0, "e_homo_ev": -9.91, "smiles": "CCC[C@H]1OC(=O)[C@H](C[C@H](C)O)[C@@H]1CCCCNC(C)=O.CC#N.CC#N.CC#N.CC#N.CC#N", "symbols": ["C", "C", "C", "C", "O", "C", "O", "C", "C", "C", "C", "O", "C", "C", "C", "C", "C", "N", "C", "C", "O", "H", "H", "H", "H", "H", "H", "H", "H", "H", "H", "H", "H", "H", "H", "H", "H", "H", "H", "H", "H", "H", "H", "H", "H", "H", "H", "H", "H", "H", "C", "C", "N", "H", "H", "H", "C", "C", "N", "H", "H", "H", "C", "C", "N", "H", "H", "H", "C", "C", "N", "H", "H", "H", "C", "C", "N", "H", "H", "H"], "xyz": [[2.704, -1.942, 3.265], [2.894, -2.827, 2.022], [1.782, -2.736, 0.977], [1.642, -1.385, 0.262], [1.464, -1.708, -1.166], [0.402, -1.092, -1.707], [0.022, -1.323, -2.837], [-0.209, -0.112, -0.731], [-0.006, 1.343, -1.154], [-0.607, 1.687, -2.522], [-0.315, 3.139, -2.876], [-2.026, 1.483, -2.495], [0.408, -0.522, 0.621], [0.744, 0.610, 1.602], [-0.519, 1.269, 2.183], [-0.800, 0.846, 3.625], [-2.224, 1.191, 4.090], [-2.789, 0.118, 4.919], [-3.055, -1.115, 4.245], [-3.396, -1.101, 2.771], [-3.003, -2.162, 4.855], [3.380, -1.083, 3.235], [2.982, -2.494, 4.166], [1.671, -1.618, 3.404], [3.857, -2.602, 1.560], [2.939, -3.867, 2.356], [2.011, -3.454, 0.183], [0.820, -3.047, 1.398], [2.582, -0.826, 0.294], [-1.277, -0.338, -0.691], [-0.474, 2.010, -0.420], [1.064, 1.588, -1.154], [-0.225, 1.012, -3.288], [-0.549, 3.786, -2.021], [-0.946, 3.458, -3.705], [0.740, 3.291, -3.121], [-2.415, 2.227, -2.018], [-0.266, -1.192, 1.169], [1.373, 1.351, 1.101], [1.345, 0.174, 2.400], [-0.456, 2.358, 2.088], [-1.384, 0.968, 1.576], [-0.074, 1.298, 4.306], [-0.675, -0.244, 3.677], [-2.196, 2.091, 4.708], [-2.850, 1.441, 3.222], [-3.652, 0.445, 5.342], [-2.479, -1.231, 2.188], [-4.051, -1.946, 2.563], [-3.871, -0.177, 2.440], [-4.366, 2.995, -5.297], [-3.781, 3.798, -4.234], [-3.355, 4.372, -3.337], [-5.365, 2.678, -5.017], [-4.441, 3.561, -6.223], [-3.764, 2.108, -5.482], [7.155, 0.319, 3.350], [6.484, -0.967, 3.244], [5.956, -1.980, 3.146], [7.757, 0.504, 2.462], [6.428, 1.124, 3.452], [7.820, 0.337, 4.211], [9.757, -1.123, -0.230], [10.132, -0.557, 1.058], [10.423, -0.120, 2.078], [8.766, -1.571, -0.171], [9.746, -0.350, -0.996], [10.467, -1.894, -0.523], [-7.364, -0.402, -4.915], [-6.779, 0.386, -5.991], [-6.315, 1.013, -6.833], [-6.642, -1.119, -4.530], [-7.670, 0.239, -4.092], [-8.235, -0.945, -5.277], [-3.334, -1.620, -2.716], [-4.767, -1.501, -2.931], [-5.894, -1.388, -3.119], [-2.997, -0.921, -1.953], [-3.065, -2.632, -2.416], [-2.793, -1.381, -3.629]], "lowdin_charge": [-0.115, -0.248, -0.140, -0.205, 0.058, -0.428, 0.108, -0.160, -0.095, -0.412, -0.054, -0.055, -0.209, -0.152, -0.198, -0.178, -0.223, 0.022, -0.499, -0.001, 0.086, 0.050, 0.071, 0.055, 0.085, 0.107, 0.122, 0.120, 0.160, 0.137, 0.119, 0.139, 0.135, 0.084, 0.058, 0.085, 0.077, 0.133, 0.113, 0.089, 0.118, 0.101, 0.121, 0.108, 0.119, 0.099, 0.130, 0.073, 0.089, 0.076, -0.079, -0.270, 0.137, 0.058, 0.084, 0.083, -0.070, -0.260, 0.154, 0.054, 0.082, 0.087, -0.067, -0.283, 0.135, 0.083, 0.083, 0.084, -0.104, -0.272, 0.123, -0.015, 0.082, 0.086, -0.050, -0.184, 0.125, 0.058, 0.092, 0.092]}

---

(2)
{"formula": "C4H4NO2", "method": "the ωB97M-V functional and the def2-TZVPD basis", "e_lumo_ev": -5.494, "orbital_gap_ev": 9.79, "charge": 1, "e_homo_ev": -15.28, "e_above_lowest_kcal_mol": 15.2, "symbols": ["C", "C", "C", "C", "N", "O", "O", "H", "H", "H", "H"], "xyz": [[-3.311, -0.142, -0.107], [2.250, -0.743, 0.152], [1.586, 0.382, -0.116], [0.400, 0.878, 0.441], [-2.157, -0.317, -0.121], [-0.232, 1.836, 0.616], [-0.982, -0.575, -0.011], [-4.311, -0.055, -0.465], [3.180, -0.952, -0.462], [1.932, -1.428, 0.942], [1.646, 1.115, -0.867]], "lowdin_charge": [0.276, 0.176, -0.077, -0.061, -0.108, 0.296, 0.004, 0.113, 0.132, 0.111, 0.139]}

---

(3)
{"formula": "C6H14N2O", "method": "the ωB97M-V functional and the def2-TZVPD basis", "e_lumo_ev": 0.918, "orbital_gap_ev": 8.64, "charge": 0, "e_homo_ev": -7.72, "smiles": "C=C(NC)NC.CC=O", "e_above_lowest_kcal_mol": 68.5, "symbols": ["C", "C", "N", "C", "N", "C", "H", "H", "H", "H", "H", "H", "H", "H", "H", "H", "C", "C", "O", "H", "H", "H", "H"], "xyz": [[1.786, 0.777, -0.753], [0.881, -0.174, -0.507], [-0.215, -0.460, -1.316], [-0.475, 0.310, -2.509], [0.769, -0.865, 0.719], [1.657, -0.526, 1.806], [1.755, 1.357, -1.657], [2.554, 1.033, -0.045], [-0.888, -1.211, -1.021], [0.374, 0.244, -3.192], [-0.636, 1.368, -2.298], [-1.370, -0.096, -2.990], [0.555, -1.849, 0.600], [1.519, 0.519, 2.085], [2.711, -0.665, 1.543], [1.428, -1.161, 2.659], [-1.881, 0.834, 0.903], [-1.423, -0.599, 0.976], [-1.887, -1.553, 0.310], [-1.237, 1.488, 1.488], [-2.896, 0.883, 1.297], [-1.910, 1.186, -0.126], [-1.173, -0.838, 2.028]], "lowdin_charge": [0.041, -0.427, -0.062, -0.109, -0.067, -0.091, 0.036, 0.036, 0.101, 0.077, 0.075, 0.088, 0.143, 0.089, 0.085, 0.085, -0.028, -0.358, -0.067, 0.078, 0.091, 0.070, 0.113]}

---

(4)
{"formula": "C3H8O3", "method": "the ωB97M-V functional and the def2-TZVPD basis", "e_lumo_ev": 0.771, "orbital_gap_ev": 11.27, "charge": 0, "e_homo_ev": -10.50, "smiles": "COC(C)=O.O", "e_above_lowest_kcal_mol": 20.1, "symbols": ["C", "O", "C", "C", "O", "H", "H", "H", "H", "H", "H", "O", "H", "H"], "xyz": [[-1.845, 2.537, 1.516], [-1.465, 1.200, 1.739], [-0.938, 0.460, 0.756], [-0.178, -0.754, 1.281], [-0.880, 0.815, -0.441], [-2.580, 2.861, 2.272], [-2.301, 2.634, 0.517], [-0.968, 3.204, 1.569], [0.531, -0.976, 0.464], [-0.826, -1.634, 1.432], [0.396, -0.577, 2.206], [3.758, -3.341, -4.822], [4.085, -2.573, -4.301], [3.210, -3.856, -4.188]], "lowdin_charge": [-0.065, -0.055, -0.498, 0.010, 0.052, 0.096, 0.094, 0.101, 0.087, 0.088, 0.088, -0.091, 0.046, 0.045]}